Molecular formula: FH16O8Y
Method: DFT, ωB97M-V with the def2-TZVPD basis set

Results
charge	+2
max |F|	3.62	eV/Å
DFT total energy	-749.25820	Ha
molecular weight	252.0	g mol⁻¹
frontier orbital gap	8.29	eV

Geometry as XYZ:
```
26
Properties=species:S:1:pos:R:3:forces:R:3
Y 8.878000 2.833000 -9.206000 1.96 -0.31 -3.03
F 9.763000 2.887000 -11.152000 -1.75 0.13 2.07
O 10.719000 -0.182000 -11.661000 -0.43 1.05 -0.42
H 11.392000 -0.831000 -11.839000 0.43 -0.66 -0.01
H 10.702000 0.391000 -12.465000 -0.01 -0.13 0.05
O 10.524000 0.948000 -9.398000 -1.98 1.52 1.67
H 11.354000 1.118000 -8.968000 0.88 -0.17 0.24
H 10.710000 0.699000 -10.327000 0.25 -0.83 -1.05
O 10.925000 3.865000 -8.600000 -1.08 1.20 1.25
H 11.805000 3.498000 -8.730000 0.61 -0.18 -0.54
H 11.052000 4.703000 -8.068000 -0.05 -1.08 -0.79
O 7.675000 1.028000 -10.152000 0.75 -0.55 -0.56
H 7.963000 0.166000 -9.748000 -0.47 0.62 -0.70
H 7.695000 0.890000 -11.151000 -0.09 0.09 1.60
O 10.389000 1.929000 -13.518000 0.49 -0.16 0.02
H 11.124000 2.546000 -13.752000 -0.99 -0.41 0.36
H 9.901000 2.276000 -12.750000 0.61 0.12 -0.83
O 12.432000 2.752000 -10.926000 -1.01 0.51 0.99
H 12.725000 2.062000 -11.507000 0.44 -0.50 -0.51
H 11.465000 2.821000 -11.069000 1.03 -0.03 -0.22
O 7.729000 4.865000 -10.278000 0.47 -0.59 -0.80
H 6.966000 5.391000 -10.081000 -1.13 0.50 1.35
H 7.757000 5.149000 -11.217000 1.03 -0.71 0.11
O 10.634000 4.819000 -12.819000 0.62 1.17 -0.47
H 10.281000 4.108000 -12.333000 -0.33 -1.11 1.07
H 9.906000 5.032000 -13.392000 -0.24 0.52 -0.85
```
Positions in Å, forces in eV/Å.